DFT (ωB97M-V/def2-TZVPD) results for a cluster of 2 separate species, C11H17ClFN2O3P in total in a non-equilibrium geometry.

Cartesian coordinates (Å):
C: 1.2116 2.5467 -0.1490
C: 1.6179 1.1688 0.5562
Cl: 3.3352 1.4246 1.2359
C: 1.5300 -0.1241 -0.3786
O: 0.2693 -0.0776 -1.0957
C: 0.0644 -1.2203 -1.9069
O: -0.9256 -1.9498 -1.6238
N: 0.8680 -1.6057 -3.0810
C: 2.0204 -2.4930 -2.7344
N: 1.4427 -3.8798 -2.5446
P: 1.3265 -0.2356 -4.0818
O: 2.0594 0.9023 -3.3520
H: 2.1471 3.0800 -0.5214
H: 0.5010 2.4441 -1.0333
H: 0.6813 3.2108 0.6232
H: 0.9729 0.9559 1.4872
H: 2.4602 -0.1122 -1.0536
H: 1.6171 -1.1010 0.2361
H: 2.8349 -2.5278 -3.5438
H: 2.5381 -2.2270 -1.7467
H: 2.1911 -4.5840 -2.5321
H: 0.9380 -3.8453 -1.6401
H: 2.2218 -0.7552 -5.0947
H: 0.1267 0.3193 -4.6410
F: -0.2885 0.0263 3.4087
C: -1.5580 0.4565 3.3136
C: -2.1394 0.5930 2.0622
C: -3.4551 1.0336 1.9650
C: -4.1707 1.3430 3.1191
C: -3.5748 1.2069 4.3697
C: -2.2628 0.7559 4.4686
H: -1.5645 0.3554 1.1739
H: -3.9222 1.1365 0.9915
H: -5.1958 1.6909 3.0421
H: -4.1322 1.4522 5.2674
H: -1.7860 0.6356 5.4343

Atoms 1-2, force components in eV/Å:
C -0.1822 0.2435 0.2038
C -1.1746 0.0968 0.2457

Results
HOMO energy = -0.343 Eh
SMILES = C[C@H](Cl)COC(=O)N(CN)[PH2]=O.Fc1ccccc1
F_max = 5.03 eV/A
E_tot = -45332.4865 eV
Relative energy (zero: lowest compared OMol25 entry of this formula, charge and spin) = 2.080 eV
Kohn-Sham gap = 9.616 eV